{
  "formula": "C6H12O",
  "method": "wB97M-V/def2-TZVPD",
  "symbols": ["C", "C", "C", "C", "C", "C", "H", "H", "H", "H", "H", "H", "H", "H", "H", "H", "H", "H", "O"],
  "positions_angstrom": [[0.3163, -0.2459, 0.6796], [0.6428, 1.1967, 0.9216], [1.0365, 1.6347, 2.1291], [0.5357, 2.1253, -0.2190], [-0.7349, 2.2291, -1.0188], [-1.2651, 1.1372, -1.6482], [-0.7246, -0.3139, 0.3547], [0.5220, -0.7738, 1.6060], [0.9698, -0.6810, -0.0795], [1.0594, 0.8420, 2.8687], [1.3475, 2.6450, 2.2911], [0.8031, 3.1293, 0.0980], [1.2501, 1.8279, -1.0179], [-1.1842, 3.2060, -1.1779], [-0.6299, 0.2783, -1.8237], [-2.3475, 1.0322, -1.7399], [-0.6165, -7.1708, -0.8738], [-0.7987, -5.7131, -0.8375], [-0.1819, -6.3853, -0.5126]],
  "forces_ev_per_a": [[0.803, 0.652, 0.430], [-0.059, -0.643, -0.593], [-0.071, -0.987, -0.539], [-0.347, 1.456, -0.139], [0.200, -0.719, -0.502], [-0.150, -0.011, 1.062], [-0.224, -0.308, 0.030], [-0.458, -0.369, -0.066], [-0.164, 0.034, -0.147], [0.149, 0.620, 0.545], [0.106, 0.314, 0.384], [0.146, 0.059, -0.009], [0.016, -0.161, 0.020], [-0.023, 0.021, 0.324], [-0.179, -0.147, -0.190], [0.266, 0.187, -0.605], [0.409, -0.205, 0.244], [0.344, 0.154, 0.247], [-0.763, 0.052, -0.496]],
  "gap_ev": [8.8, 4.8],
  "total_charge": 1,
  "relative_energy_ev": 1.854,
  "s_squared": 0.76,
  "total_energy_ha": -310.64914,
  "spin_multiplicity": 2,
  "e_homo_ev": [-13.458, -13.458]
}